(1)
Here is a structure of composition C36H40IrN6O6 at a distorted geometry from OMol25. Energies are from ωB97M-V/def2-TZVPD.

Element x y z (Å)
1 Ir -0.77 -0.50 -0.41
2 C -0.91 -3.50 -1.80
3 C -0.72 -3.93 -0.34
4 C 0.53 -3.37 0.27
5 C 1.29 -4.16 1.14
6 C 2.45 -3.63 1.68
7 C 2.84 -2.36 1.31
8 C 2.04 -1.65 0.44
9 N 0.90 -2.13 -0.05
10 N -1.65 -2.24 -1.91
11 C -3.07 -2.41 -1.57
12 C -3.44 -1.96 -0.17
13 C -4.30 -2.72 0.61
14 C -4.69 -2.23 1.85
15 C -4.26 -0.97 2.23
16 C -3.39 -0.28 1.40
17 N -2.97 -0.78 0.24
18 C -1.48 -1.68 -3.25
19 C -1.99 -0.27 -3.34
20 C -2.32 0.30 -4.57
21 C -2.74 1.62 -4.60
22 C -2.89 2.30 -3.41
23 C -2.57 1.65 -2.23
24 N -2.09 0.42 -2.21
25 H 0.08 -3.36 -2.25
26 H -1.43 -4.29 -2.35
27 H -1.57 -3.59 0.27
28 H -0.68 -5.02 -0.28
29 H 0.96 -5.15 1.38
30 H 3.04 -4.22 2.37
31 H 3.75 -1.92 1.70
32 H 2.32 -0.65 0.10
33 H -3.67 -1.81 -2.25
34 H -3.36 -3.46 -1.70
35 H -4.65 -3.68 0.26
36 H -5.33 -2.82 2.49
37 H -4.58 -0.53 3.17
38 H -3.01 0.70 1.66
39 H -0.41 -1.65 -3.48
40 H -1.98 -2.31 -4.01
41 H -2.22 -0.28 -5.47
42 H -2.97 2.09 -5.54
43 H -3.25 3.32 -3.39
44 H -2.68 2.14 -1.27
45 C 4.21 0.88 -5.56
46 O 3.95 2.08 -4.85
47 C 3.07 2.10 -3.86
48 C 2.92 3.36 -3.21
49 C 2.03 3.51 -2.18
50 C 1.22 2.47 -1.73
51 C 0.22 2.69 -0.70
52 C 0.06 4.09 -0.17
53 O -0.58 1.85 -0.29
54 C 1.39 1.16 -2.34
55 O 0.80 0.10 -1.96
56 C 2.31 1.04 -3.42
57 H 4.99 1.14 -6.28
58 H 3.32 0.53 -6.08
59 H 4.58 0.10 -4.89
60 H 3.53 4.18 -3.55
61 H 1.97 4.48 -1.71
62 H -0.10 4.78 -1.00
63 H 0.96 4.38 0.37
64 H -0.78 4.13 0.51
65 H 2.41 0.05 -3.85
66 C 3.62 1.13 3.58
67 C 2.38 1.80 4.15
68 C 1.09 1.08 3.75
69 C -0.19 1.81 4.22
70 C -0.19 2.09 5.72
71 C 1.03 -0.31 4.35
72 O 1.59 -0.65 5.36
73 N 0.18 -1.18 3.69
74 C -0.29 -0.97 2.42
75 O -1.03 -1.79 1.87
76 N 0.11 0.10 1.73
77 C 0.95 1.04 2.20
78 O 1.51 1.86 1.52
79 H 4.51 1.55 4.05
80 H 3.70 1.29 2.51
81 H 3.61 0.06 3.79
82 H 2.33 2.84 3.84
83 H 2.44 1.76 5.24
84 H -1.06 1.19 3.97
85 H -0.27 2.75 3.68
86 H 0.06 1.20 6.29
87 H -1.18 2.41 6.03
88 H 0.51 2.88 5.98
89 H -0.01 -2.08 4.12

Energy above the lowest of the compared OMol25 structures with the same formula, charge and spin: 522.6 kJ/mol
HOMO level (spin up / spin down): -12.883 / -12.732 eV
Charge: +2
Frontier orbital gap (spin up / spin down): 4.66 / 4.60 eV
Electronic energy: -2279.56765 hartree
Spin multiplicity: 2

Mulliken atomic charge list, values in e, 2 entries: 6.355, -1.224


(2)
Here is an isolated molecule of C5H6IN at a distorted geometry from OMol25. Energies are from ωB97M-V/def2-TZVPD.

Element x y z (Å)
1 C -1.14 -0.63 0.04
2 C 1.15 -1.55 -0.02
3 C -0.89 0.64 0.02
4 C 1.74 -0.38 0.05
5 C -0.81 2.07 -0.04
6 N -0.23 -1.69 -0.06
7 I 3.67 0.30 0.00
8 H -2.16 -1.01 0.12
9 H 1.65 -2.52 -0.03
10 H -1.76 2.53 0.27
11 H -0.04 2.44 0.65
12 H -0.57 2.41 -1.05
13 H -0.60 -2.62 0.05

Energy above the lowest of the compared OMol25 structures with the same formula, charge and spin: 439.6 kJ/mol
HOMO level (spin up / spin down): -7.718 / -7.634 eV
Frontier orbital gap (spin up / spin down): 8.04 / 7.18 eV
Electronic energy: -546.37494 hartree

natural (NBO) atomic charge list, values in e, 2 entries: -0.128, -0.171


(3)
Here is a structure of composition C45H48N5O2P2SSc from OMol25. Energies are from ωB97M-V/def2-TZVPD.

Element x y z (Å)
1 Sc -0.26 1.02 0.08
2 C 1.89 -1.79 -2.58
3 N 1.26 -2.90 -1.90
4 C -0.16 -2.75 -1.65
5 P -0.48 -1.77 -0.09
6 C 0.99 -2.04 0.94
7 C 1.66 -0.93 1.46
8 C 2.74 -1.05 2.31
9 C 3.21 -2.32 2.62
10 C 2.57 -3.44 2.09
11 C 1.47 -3.30 1.27
12 C -1.83 -2.71 0.66
13 C -2.98 -2.90 -0.11
14 C -4.07 -3.59 0.41
15 C -4.01 -4.10 1.70
16 C -2.87 -3.92 2.47
17 C -1.78 -3.23 1.95
18 C 1.78 -4.20 -2.16
19 C 2.89 -4.37 -2.98
20 C 3.43 -5.63 -3.18
21 C 2.87 -6.75 -2.59
22 C 1.76 -6.58 -1.78
23 C 1.22 -5.33 -1.56
24 P 1.28 -0.11 -2.11
25 C -0.01 0.23 -3.36
26 C -1.28 0.62 -2.94
27 C -2.31 0.88 -3.84
28 C -2.07 0.74 -5.20
29 C -0.82 0.34 -5.64
30 C 0.20 0.08 -4.73
31 C 2.75 0.87 -2.56
32 C 2.87 1.67 -3.69
33 C 4.04 2.39 -3.92
34 C 5.09 2.33 -3.01
35 C 4.98 1.53 -1.88
36 C 3.82 0.80 -1.65
37 H 1.80 -1.85 -3.67
38 H 2.96 -1.79 -2.35
39 H -0.62 -3.72 -1.48
40 H -0.70 -2.29 -2.49
41 H 1.34 0.08 1.22
42 H 3.23 -0.17 2.71
43 H 4.06 -2.43 3.28
44 H 2.94 -4.43 2.34
45 H 0.98 -4.19 0.88
46 H -3.04 -2.49 -1.11
47 H -4.95 -3.73 -0.19
48 H -4.85 -4.65 2.10
49 H -2.82 -4.33 3.47
50 H -0.90 -3.09 2.57
51 H 3.35 -3.53 -3.49
52 H 4.30 -5.73 -3.83
53 H 3.29 -7.73 -2.75
54 H 1.30 -7.44 -1.30
55 H 0.35 -5.25 -0.91
56 H -1.54 0.68 -1.89
57 H -3.29 1.16 -3.47
58 H -2.86 0.94 -5.91
59 H -0.63 0.22 -6.70
60 H 1.17 -0.24 -5.11
61 H 2.06 1.75 -4.40
62 H 4.13 3.00 -4.81
63 H 6.00 2.88 -3.20
64 H 5.80 1.46 -1.18
65 H 3.75 0.17 -0.77
66 C -4.92 -0.56 3.55
67 C -3.49 -0.44 4.04
68 N -2.98 0.94 3.91
69 C -3.19 1.80 5.10
70 C -2.01 1.75 6.05
71 C -2.36 1.38 2.84
72 S -2.24 0.29 1.48
73 N -1.96 2.68 2.88
74 C -1.03 3.18 2.14
75 O -0.24 2.47 1.36
76 C -0.81 4.64 2.16
77 C -1.46 5.43 3.11
78 C -1.27 6.80 3.13
79 C -0.44 7.40 2.19
80 C 0.22 6.62 1.25
81 C 0.04 5.24 1.24
82 H -5.29 -1.57 3.76
83 H -4.98 -0.40 2.47
84 H -5.57 0.15 4.05
85 H -2.83 -1.12 3.51
86 H -3.42 -0.68 5.10
87 H -4.10 1.43 5.57
88 H -3.38 2.81 4.75
89 H -1.81 0.73 6.38
90 H -2.22 2.34 6.93
91 H -1.12 2.15 5.57
92 H -2.11 4.95 3.84
93 H -1.78 7.40 3.87
94 H -0.29 8.47 2.20
95 H 0.89 7.08 0.53
96 H 0.57 4.62 0.54
97 N 0.30 4.12 -2.76
98 C 0.96 3.50 -1.78
99 N 2.13 3.98 -1.36
100 O 0.47 2.46 -1.25
101 H 0.63 4.96 -3.18
102 H -0.59 3.74 -3.04
103 H 2.58 4.76 -1.81
104 H 2.66 3.46 -0.68

Energy above the lowest of the compared OMol25 structures with the same formula, charge and spin: 131.6 kJ/mol
HOMO level: -12.117 eV
Charge: +2
Frontier orbital gap: 6.75 eV
Electronic energy: -4009.18755 hartree

Mulliken atomic charge list, values in e, 2 entries: -0.348, -2.073